# C67H171N3O20

20 unconnected molecules or ions with the total composition C67H171N3O20 (wB97M-V/def2-TZVPD, the OMol25 dataset).

Output
HOMO energy ... -8.4 eV

```
! wB97M-V def2-TZVPD RIJCOSX def2/J DEFGRID3
* xyz 0 1
C -0.442 -17.574 26.046
C -1.862 -18.067 25.720
O -2.820 -17.112 26.051
H -0.286 -16.607 25.560
H 0.283 -18.307 25.660
H -0.287 -17.465 27.128
H -2.066 -18.919 26.357
H -1.895 -18.353 24.685
H -2.572 -16.311 25.524
C -1.895 -8.912 21.455
C -1.796 -10.434 21.513
O -2.906 -11.023 22.157
H -0.971 -8.485 20.942
H -1.929 -8.679 22.527
H -2.793 -8.514 20.941
H -0.870 -10.758 21.929
H -1.753 -10.800 20.449
H -3.703 -10.773 21.697
C -2.581 -10.703 25.202
C -1.056 -10.954 25.247
O -0.840 -12.329 25.697
H -2.665 -9.719 24.713
H -2.978 -10.561 26.227
H -3.270 -11.418 24.733
H -0.511 -10.320 25.960
H -0.665 -10.904 24.256
H 0.117 -12.462 25.769
C 3.919 -17.808 25.579
C 4.934 -18.795 26.152
O 6.240 -18.287 25.898
H 4.345 -16.841 25.758
H 2.924 -17.866 26.004
H 3.868 -17.998 24.480
H 4.763 -19.753 25.668
H 4.797 -18.972 27.222
H 6.832 -18.953 26.254
C 2.554 -10.366 27.864
C 3.112 -9.789 29.161
O 2.413 -8.541 29.442
H 2.568 -9.561 27.100
H 1.527 -10.821 27.829
H 3.224 -11.125 27.550
H 4.156 -9.580 28.944
H 3.035 -10.506 29.989
H 2.648 -8.215 30.322
C -1.797 -14.329 28.686
C -1.047 -15.495 29.313
O -1.798 -16.661 29.279
H -1.123 -13.480 28.599
H -2.781 -14.291 29.236
H -2.069 -14.711 27.695
H -0.750 -15.376 30.362
H -0.069 -15.512 28.743
H -2.253 -16.738 28.445
C 5.154 -17.293 21.980
C 5.658 -18.712 22.279
O 6.948 -18.670 22.935
H 4.384 -17.383 21.191
H 6.009 -16.667 21.647
H 4.686 -16.788 22.814
H 5.883 -19.276 21.414
H 4.978 -19.233 22.909
H 6.838 -18.592 23.910
C 1.064 -14.732 24.301
C 1.735 -14.770 25.663
O 1.445 -13.571 26.363
H 1.172 -13.710 23.922
H -0.016 -14.909 24.343
H 1.490 -15.419 23.567
H 2.855 -14.767 25.494
H 1.527 -15.654 26.258
H 2.214 -13.428 26.969
C 2.367 -21.214 27.193
C 1.279 -20.792 26.233
O 0.336 -21.845 26.003
H 1.969 -21.517 28.214
H 3.075 -20.371 27.243
H 3.037 -21.968 26.754
H 1.751 -20.488 25.273
H 0.716 -19.915 26.533
H 0.804 -22.575 25.602
C 7.220 -12.426 30.441
C 5.902 -11.721 30.387
O 5.405 -11.979 29.088
H 7.048 -13.519 30.277
H 7.639 -12.233 31.433
H 7.838 -12.135 29.599
H 5.990 -10.650 30.529
H 5.198 -12.179 31.065
H 5.918 -11.437 28.461
C 7.048 -14.491 26.680
C 7.768 -14.979 25.444
O 7.754 -13.879 24.519
H 6.046 -14.177 26.483
H 7.574 -13.634 27.126
H 7.153 -15.324 27.398
H 7.293 -15.866 25.035
H 8.800 -15.230 25.638
H 8.098 -14.068 23.631
C 1.759 -19.103 22.918
C 0.423 -19.093 22.068
C 0.806 -19.439 20.598
C -0.325 -19.741 19.680
C -1.112 -20.925 20.305
C -1.563 -20.593 21.733
N -0.406 -20.242 22.502
O -0.890 -19.983 23.815
C -2.677 -19.471 21.695
C -2.196 -21.831 22.364
C -0.220 -17.713 22.159
H 2.014 -20.161 23.063
H 1.560 -18.625 23.891
H 2.581 -18.641 22.309
H 1.273 -18.518 20.251
H 1.510 -20.258 20.578
H -0.033 -19.925 18.663
H -1.029 -18.900 19.687
H -0.509 -21.866 20.313
H -1.962 -21.134 19.679
H -2.679 -18.900 22.635
H -2.528 -18.879 20.796
H -3.682 -19.907 21.650
H -2.778 -21.621 23.244
H -2.985 -22.201 21.660
H -1.548 -22.717 22.561
H -1.101 -17.590 21.510
H 0.529 -16.946 21.954
H -0.530 -17.515 23.203
H -0.695 -20.774 24.373
C -7.968 -12.453 25.992
C -6.733 -13.022 26.720
C -6.110 -11.920 27.526
C -4.982 -12.344 28.404
C -5.606 -13.391 29.376
C -6.304 -14.559 28.650
N -7.244 -13.967 27.697
O -7.961 -15.029 27.064
C -5.247 -15.523 28.105
C -7.222 -15.309 29.585
C -5.808 -13.576 25.595
H -7.746 -11.492 25.530
H -8.844 -12.254 26.652
H -8.378 -13.109 25.226
H -5.766 -11.074 26.886
H -6.935 -11.463 28.047
H -4.561 -11.488 28.976
H -4.201 -12.861 27.881
H -6.315 -13.025 30.122
H -4.826 -13.852 29.994
H -5.721 -16.415 27.586
H -4.554 -15.062 27.358
H -4.687 -15.994 28.900
H -7.733 -16.182 29.191
H -6.625 -15.762 30.389
H -7.933 -14.671 30.066
H -4.734 -13.627 25.837
H -5.858 -12.854 24.744
H -6.236 -14.560 25.292
H -7.375 -15.578 26.526
C 1.468 -9.425 18.545
C 2.480 -10.113 19.370
C 1.911 -11.447 19.866
C 2.963 -12.413 20.378
C 3.971 -12.599 19.282
C 4.614 -11.295 18.818
N 3.550 -10.444 18.406
O 4.113 -9.168 18.061
C 5.520 -10.687 19.908
C 5.493 -11.375 17.512
C 2.961 -9.156 20.508
H 1.631 -8.364 18.370
H 0.482 -9.495 19.073
H 1.239 -9.868 17.544
H 1.281 -11.228 20.708
H 1.350 -11.790 18.995
H 2.631 -13.327 20.870
H 3.492 -11.907 21.186
H 3.482 -13.002 18.383
H 4.726 -13.338 19.567
H 6.480 -11.169 19.849
H 5.683 -9.654 19.662
H 5.310 -10.758 20.956
H 6.102 -12.314 17.648
H 4.865 -11.595 16.665
H 6.124 -10.469 17.435
H 3.499 -9.585 21.339
H 2.164 -8.571 20.981
H 3.545 -8.441 19.996
H 3.845 -9.092 17.136
C 1.189 -18.281 29.614
C 1.926 -19.163 30.568
C 3.447 -19.241 30.289
O 1.678 -18.703 31.939
H 1.444 -17.238 29.686
H 0.086 -18.419 29.638
H 1.565 -18.520 28.593
H 1.458 -20.161 30.552
H 3.641 -19.825 29.355
H 4.012 -19.626 31.138
H 3.861 -18.238 30.163
H 1.602 -17.729 31.982
C 5.986 -8.198 26.170
C 7.065 -8.967 26.872
C 7.258 -8.441 28.244
O 6.678 -10.328 27.070
H 5.041 -8.144 26.719
H 5.684 -8.567 25.199
H 6.350 -7.191 26.020
H 7.966 -8.872 26.283
H 8.038 -9.008 28.770
H 6.385 -8.593 28.900
H 7.510 -7.379 28.179
H 6.255 -10.591 26.243
C -1.776 -13.849 22.569
C -2.869 -14.389 23.484
C -3.435 -15.729 23.011
O -2.418 -14.487 24.844
H -2.205 -13.701 21.561
H -0.975 -14.570 22.407
H -1.411 -12.893 22.891
H -3.707 -13.666 23.523
H -2.666 -16.461 22.705
H -4.058 -15.518 22.126
H -4.118 -16.163 23.750
H -1.857 -13.681 25.004
C 3.608 -11.320 23.934
C 4.422 -12.430 24.559
C 4.743 -13.595 23.567
O 5.691 -11.813 24.889
H 4.207 -10.895 23.116
H 3.535 -10.535 24.682
H 2.635 -11.606 23.533
H 3.923 -12.694 25.468
H 5.310 -14.344 24.102
H 5.276 -13.283 22.657
H 3.838 -14.116 23.294
H 6.449 -12.428 24.777
C -1.333 -10.428 28.676
C -1.430 -10.326 30.224
C -0.872 -11.512 31.005
O -0.846 -9.083 30.611
H -1.967 -9.681 28.144
H -1.577 -11.480 28.410
H -0.242 -10.263 28.523
H -2.486 -10.196 30.514
H 0.044 -11.847 30.548
H -1.576 -12.390 30.855
H -0.750 -11.333 32.059
H 0.024 -9.021 30.174
C 4.362 -15.350 29.597
C 3.275 -14.529 28.901
C 2.403 -13.810 29.834
O 3.810 -13.794 27.838
H 5.032 -15.823 28.880
H 3.942 -16.138 30.229
H 4.920 -14.707 30.275
H 2.673 -15.325 28.373
H 1.769 -13.027 29.332
H 2.995 -13.321 30.615
H 1.737 -14.485 30.321
H 4.413 -13.101 28.263
*
```

Mulliken population analysis, charges in e, atoms 1 to 2:
1 C 2.0087
2 C -0.3490